1.
{
  "formula": "C48H80BF6N14O10P",
  "method": "wB97M-V/def2-TZVPD",
  "elements": ["O", "C", "O", "B", "O", "C", "O", "O", "C", "O", "C", "O", "O", "C", "C", "N", "C", "C", "N", "C", "C", "H", "H", "H", "H", "H", "H", "H", "H", "H", "H", "H", "C", "C", "N", "C", "C", "N", "C", "C", "H", "H", "H", "H", "H", "H", "H", "H", "H", "H", "H", "C", "C", "N", "C", "C", "N", "C", "C", "H", "H", "H", "H", "H", "H", "H", "H", "H", "H", "H", "C", "C", "N", "C", "C", "N", "C", "C", "H", "H", "H", "H", "H", "H", "H", "H", "H", "H", "H", "C", "C", "N", "C", "C", "N", "C", "C", "H", "H", "H", "H", "H", "H", "H", "H", "H", "H", "H", "C", "C", "N", "C", "C", "N", "C", "C", "H", "H", "H", "H", "H", "H", "H", "H", "H", "H", "H", "C", "C", "N", "C", "C", "N", "C", "C", "H", "H", "H", "H", "H", "H", "H", "H", "H", "H", "H", "C", "C", "O", "O", "H", "H", "H", "P", "F", "F", "F", "F", "F", "F"],
  "coordinates": [[0.143, -0.274, -2.223], [0.427, -0.424, -1.035], [0.102, -1.387, -0.248], [0.660, -1.214, 1.126], [1.244, 0.147, 1.059], [1.127, 0.648, -0.195], [1.608, 1.711, -0.623], [1.709, -2.168, 1.473], [1.308, -2.982, 2.445], [1.953, -3.918, 2.972], [-0.055, -2.457, 2.872], [-0.327, -1.327, 2.208], [-0.773, -2.935, 3.786], [-5.319, -6.359, 1.411], [-5.088, -4.825, 1.607], [-4.115, -4.321, 0.602], [-2.795, -4.735, 0.516], [-2.189, -4.032, -0.582], [-3.054, -3.046, -0.867], [-4.266, -3.224, -0.200], [-2.865, -1.989, -1.844], [-4.514, -7.015, 1.080], [-6.170, -6.573, 0.766], [-5.545, -6.821, 2.372], [-4.607, -4.761, 2.583], [-5.929, -4.134, 1.673], [-2.411, -5.596, 1.044], [-1.236, -4.040, -1.090], [-5.141, -2.632, -0.425], [-3.513, -2.218, -2.691], [-1.859, -1.968, -2.262], [-2.993, -1.045, -1.313], [4.824, 9.480, -2.131], [3.309, 9.012, -1.729], [3.270, 7.658, -1.346], [3.348, 6.565, -2.195], [3.396, 5.408, -1.523], [3.391, 5.739, -0.190], [3.182, 7.112, -0.063], [3.580, 4.741, 0.892], [4.754, 10.563, -2.026], [4.988, 9.296, -3.193], [5.654, 9.122, -1.521], [2.605, 9.089, -2.557], [2.933, 9.586, -0.882], [3.453, 6.632, -3.268], [3.644, 4.393, -1.795], [3.076, 7.709, 0.831], [4.628, 4.851, 1.172], [3.355, 3.751, 0.493], [2.966, 5.013, 1.750], [-0.676, -0.122, 5.289], [0.837, -0.384, 5.437], [1.679, 0.400, 4.512], [1.658, 1.732, 4.185], [2.688, 2.048, 3.375], [3.373, 0.882, 3.132], [2.778, -0.145, 3.867], [4.360, 0.780, 2.044], [-1.217, -0.900, 5.827], [-0.990, -0.262, 4.254], [-1.005, 0.875, 5.579], [1.019, -1.438, 5.224], [1.206, -0.282, 6.458], [0.790, 2.301, 4.485], [2.947, 2.887, 2.747], [3.132, -1.161, 3.766], [4.520, -0.282, 1.862], [5.347, 1.159, 2.308], [3.976, 1.222, 1.124], [-0.365, -0.311, -5.911], [0.279, -1.685, -5.513], [1.700, -1.581, -5.748], [2.641, -1.027, -4.902], [3.845, -0.909, -5.584], [3.707, -1.586, -6.811], [2.360, -1.833, -6.957], [4.634, -1.743, -7.843], [-1.454, -0.262, -5.919], [-0.087, -0.059, -6.935], [-0.011, 0.486, -5.258], [0.025, -2.564, -6.105], [0.125, -2.006, -4.483], [2.226, -0.620, -3.992], [4.824, -0.577, -5.272], [1.976, -2.290, -7.858], [5.594, -1.812, -7.332], [4.712, -0.858, -8.476], [4.523, -2.626, -8.472], [-6.405, 4.732, -1.720], [-4.934, 4.981, -1.187], [-3.971, 4.304, -2.003], [-3.207, 4.875, -3.027], [-2.323, 3.909, -3.458], [-2.684, 2.709, -2.926], [-3.711, 2.947, -1.997], [-2.116, 1.387, -3.141], [-6.743, 5.432, -2.484], [-7.240, 4.636, -1.027], [-6.348, 3.826, -2.323], [-4.753, 4.636, -0.169], [-4.774, 6.049, -1.039], [-3.310, 5.909, -3.324], [-1.527, 3.934, -4.187], [-4.072, 2.113, -1.413], [-1.148, 1.433, -3.640], [-2.700, 0.859, -3.894], [-2.128, 0.850, -2.192], [-4.532, -1.106, 6.318], [-4.045, -1.950, 5.111], [-4.868, -1.604, 3.902], [-4.346, -1.202, 2.715], [-5.430, -0.996, 1.851], [-6.587, -1.264, 2.552], [-6.209, -1.760, 3.799], [-7.934, -1.280, 2.031], [-3.969, -1.441, 7.189], [-5.543, -1.265, 6.691], [-4.547, -0.022, 6.200], [-4.015, -3.024, 5.290], [-2.986, -1.863, 4.868], [-3.286, -1.029, 2.597], [-5.458, -0.538, 0.874], [-6.882, -2.032, 4.599], [-7.889, -1.133, 0.952], [-8.526, -0.426, 2.360], [-8.416, -2.220, 2.299], [4.417, -6.986, 4.397], [3.833, -6.614, 3.104], [4.674, -5.975, 2.026], [5.570, -6.590, 1.188], [6.255, -5.622, 0.429], [5.814, -4.399, 0.805], [4.861, -4.634, 1.771], [6.127, -3.052, 0.387], [3.694, -7.487, 5.040], [5.069, -6.333, 4.977], [5.040, -7.828, 4.095], [2.998, -5.951, 3.334], [3.396, -7.513, 2.670], [5.711, -7.661, 1.159], [7.056, -5.909, -0.235], [4.325, -3.824, 2.244], [5.276, -2.395, 0.206], [6.721, -3.153, -0.521], [6.897, -2.592, 1.005], [2.319, 2.375, -4.036], [1.507, 3.523, -4.614], [1.943, 4.661, -4.519], [0.468, 3.223, -5.193], [3.384, 2.602, -3.976], [2.437, 1.521, -4.702], [1.898, 1.920, -3.139], [-2.234, 2.291, 1.718], [-0.676, 2.247, 2.018], [-1.974, 2.745, 0.165], [-2.230, 0.678, 1.370], [-3.871, 2.428, 1.522], [-2.460, 1.819, 3.315], [-2.234, 3.863, 2.121]],
  "total_charge": 4,
  "energy_ha": -4360.52242,
  "e_homo_ev": -13.33,
  "gap_ev": 5.389,
  "lumo_ev": -7.9,
  "relative_energy_kj_mol": 469.2,
  "max_force_ev_per_a": 5.94
}

---

2.
{
  "formula": "C48H81NO12",
  "method": "wB97M-V/def2-TZVPD",
  "elements": ["C", "C", "C", "C", "C", "O", "C", "C", "C", "C", "C", "C", "N", "C", "O", "C", "C", "C", "C", "C", "C", "C", "C", "O", "C", "H", "H", "H", "H", "H", "H", "H", "H", "H", "H", "H", "H", "H", "H", "H", "H", "H", "H", "H", "H", "H", "H", "H", "H", "H", "H", "H", "C", "C", "C", "O", "H", "H", "H", "H", "H", "H", "C", "C", "C", "O", "H", "H", "H", "H", "H", "H", "C", "C", "C", "O", "H", "H", "H", "H", "H", "H", "C", "C", "C", "O", "H", "H", "H", "H", "H", "H", "C", "C", "C", "O", "H", "H", "H", "H", "H", "H", "C", "C", "C", "O", "H", "H", "H", "H", "H", "H", "C", "C", "C", "O", "H", "H", "H", "H", "H", "H", "C", "C", "C", "O", "H", "H", "H", "H", "H", "H", "C", "C", "C", "O", "H", "H", "H", "H", "H", "H"],
  "coordinates": [[-1.601, -2.337, 2.792], [-1.596, -0.972, 2.398], [-1.558, 0.689, 2.256], [-2.605, 1.201, 3.399], [-3.840, 2.134, 2.882], [-3.828, 3.036, 1.899], [-5.287, 1.996, 3.709], [-5.130, 2.033, 5.370], [-6.538, 1.950, 6.255], [-8.014, 1.851, 5.511], [-8.084, 1.800, 3.844], [-6.720, 1.878, 2.922], [-1.672, 1.148, 0.822], [-0.827, 2.438, 0.764], [-1.090, 3.398, -0.158], [0.401, 2.431, 1.900], [0.591, 3.751, 2.854], [-0.782, 4.296, 3.565], [-0.720, 5.837, 4.117], [-0.655, 6.993, 2.956], [-1.556, 6.692, 1.620], [0.061, 0.970, 2.559], [0.670, 0.554, 4.022], [2.046, 1.078, 4.136], [2.351, 1.469, 5.521], [-1.302, -3.412, 3.211], [-2.018, 1.705, 4.306], [-3.095, 0.221, 3.872], [-4.085, 2.117, 5.921], [-6.487, 2.004, 7.431], [-9.036, 1.802, 6.120], [-9.112, 1.753, 3.272], [-6.688, 1.881, 1.745], [-2.625, 1.219, 0.398], [1.458, 2.338, 1.374], [1.379, 3.587, 3.725], [1.011, 4.619, 2.184], [-1.653, 4.164, 2.796], [-0.978, 3.608, 4.519], [-1.682, 5.981, 4.808], [0.214, 5.929, 4.818], [-1.110, 7.981, 3.447], [0.483, 7.211, 2.701], [-1.529, 7.591, 0.839], [-1.064, 5.774, 1.063], [-2.684, 6.423, 1.836], [0.584, 0.202, 1.824], [-0.023, 0.804, 4.935], [0.775, -0.635, 4.016], [3.317, 2.154, 5.472], [1.431, 2.082, 5.941], [2.556, 0.473, 6.136], [5.593, -0.431, 8.770], [5.113, 0.785, 8.024], [6.103, 1.491, 7.137], [3.955, 1.186, 8.134], [4.771, -0.837, 9.369], [5.920, -1.197, 8.061], [6.412, -0.157, 9.439], [6.453, 0.811, 6.356], [6.945, 1.851, 7.734], [5.617, 2.350, 6.662], [-1.296, -3.265, -2.682], [-0.429, -2.391, -1.816], [-0.795, -0.934, -1.715], [0.540, -2.850, -1.214], [-0.914, -4.291, -2.660], [-2.321, -3.266, -2.302], [-1.274, -2.906, -3.714], [-1.797, -0.831, -1.291], [-0.750, -0.471, -2.703], [-0.082, -0.426, -1.056], [5.227, 4.185, 10.482], [6.451, 3.372, 10.811], [7.259, 3.789, 12.010], [6.777, 2.404, 10.126], [4.743, 3.769, 9.592], [4.521, 4.147, 11.315], [5.514, 5.219, 10.273], [6.644, 3.733, 12.911], [7.636, 4.805, 11.869], [8.112, 3.112, 12.125], [2.650, -5.853, -3.892], [1.805, -5.301, -5.009], [2.451, -4.317, -5.947], [0.631, -5.642, -5.151], [2.052, -6.551, -3.296], [3.507, -6.391, -4.305], [2.986, -5.039, -3.245], [3.299, -4.786, -6.451], [2.779, -3.435, -5.391], [1.723, -4.004, -6.703], [6.241, -5.670, -9.263], [5.541, -6.512, -8.230], [5.984, -7.944, -8.086], [4.643, -6.048, -7.530], [5.817, -4.660, -9.255], [7.306, -5.604, -9.030], [6.094, -6.102, -10.256], [7.038, -7.980, -7.801], [5.826, -8.477, -9.027], [5.392, -8.430, -7.304], [0.981, 2.964, -2.437], [2.312, 3.265, -3.075], [2.305, 3.741, -4.502], [3.363, 3.125, -2.452], [1.140, 2.630, -1.406], [0.365, 3.867, -2.421], [0.476, 2.168, -2.989], [1.748, 4.678, -4.578], [1.859, 2.980, -5.146], [3.335, 3.918, -4.830], [1.778, -3.095, -10.652], [1.628, -1.755, -9.982], [0.355, -1.498, -9.221], [2.512, -0.903, -10.055], [2.745, -3.138, -11.164], [1.742, -3.890, -9.904], [0.984, -3.231, -11.391], [0.256, -2.223, -8.409], [-0.502, -1.564, -9.896], [0.386, -0.491, -8.791], [-2.763, -6.850, -9.005], [-1.763, -6.166, -8.111], [-1.654, -6.654, -6.692], [-1.063, -5.244, -8.526], [-2.732, -6.394, -10.000], [-2.514, -7.910, -9.098], [-3.770, -6.731, -8.596], [-1.355, -7.705, -6.682], [-2.611, -6.525, -6.180], [-0.893, -6.068, -6.164], [-10.896, 0.378, -0.481], [-10.029, 1.252, 0.385], [-10.395, 2.709, 0.486], [-9.060, 0.793, 0.987], [-10.514, -0.648, -0.459], [-11.921, 0.377, -0.101], [-10.874, 0.737, -1.513], [-11.397, 2.812, 0.909], [-10.350, 3.172, -0.503], [-9.682, 3.217, 1.144]],
  "smiles": "C#C[C@]1(CC(=O)c2ccccc2)NC(=O)[C@@H](CCCCC)[C@H]1COC.CC(C)=O.CC(C)=O.CC(C)=O.CC(C)=O.CC(C)=O.CC(C)=O.CC(C)=O.CC(C)=O.CC(C)=O",
  "total_charge": 0,
  "energy_ha": -2834.47002,
  "e_homo_ev": -8.62,
  "gap_ev": 8.295,
  "lumo_ev": -0.3,
  "max_force_ev_per_a": 9.67
}